C22H17F6IN5O5PbS4 as an isolated structure at a distorted geometry. Source: the OMol25 dataset; level of theory: ωB97M-V/def2-TZVPD.

Geometry (Å):
1 Pb 1.41 -0.13 -1.49
2 S 5.64 -0.92 0.50
3 C 5.72 0.73 -0.06
4 C 6.76 1.63 0.10
5 C 6.58 2.91 -0.40
6 C 5.39 3.26 -1.05
7 C 4.37 2.35 -1.22
8 C 4.53 1.07 -0.71
9 N 3.61 0.04 -0.75
10 C 4.04 -1.04 -0.14
11 C 3.19 -2.21 0.05
12 C 3.71 -3.40 0.57
13 C 2.87 -4.48 0.77
14 C 1.53 -4.38 0.44
15 C 1.02 -3.20 -0.10
16 C 1.83 -2.09 -0.30
17 H 7.67 1.35 0.60
18 H 7.35 3.65 -0.26
19 H 5.28 4.27 -1.43
20 H 3.44 2.63 -1.70
21 H 4.76 -3.48 0.80
22 H 3.26 -5.40 1.18
23 H 0.87 -5.22 0.60
24 H -0.02 -3.16 -0.37
25 C -6.99 -2.09 0.07
26 C -5.69 -2.57 -0.48
27 C -5.28 -3.90 -0.35
28 C -4.07 -4.24 -0.94
29 N -3.35 -3.37 -1.63
30 C -3.82 -2.14 -1.68
31 S -2.85 -0.99 -2.62
32 N -4.92 -1.68 -1.10
33 H -7.76 -2.85 -0.04
34 H -7.30 -1.19 -0.45
35 H -6.91 -1.86 1.13
36 H -5.87 -4.63 0.17
37 H -3.66 -5.24 -0.86
38 N -2.53 -0.33 2.19
39 C -2.55 -0.02 0.90
40 O -1.73 -0.38 0.07
41 C -3.81 0.70 0.44
42 I -3.61 1.04 -1.65
43 H -1.64 -0.64 2.57
44 H -3.13 0.17 2.83
45 H -3.92 1.70 0.86
46 H -4.70 0.10 0.59
47 F 0.84 4.20 2.81
48 C 1.49 3.59 1.83
49 F 2.66 3.17 2.30
50 F 1.72 4.44 0.84
51 S 0.51 2.11 1.23
52 O 1.20 1.73 0.01
53 O 0.55 1.17 2.31
54 N -0.96 2.57 0.95
55 S -1.43 3.71 -0.03
56 O -2.78 3.41 -0.47
57 O -1.19 5.01 0.51
58 C -0.48 3.64 -1.65
59 F 0.83 3.84 -1.55
60 F -0.67 2.46 -2.26
61 F -0.99 4.59 -2.43

Properties
charge = +1
gap between HOMO and LUMO = 6.835 eV
highest occupied orbital energy = -11.023 eV

---

C37H44N9O5P2S2V as an isolated structure at a distorted geometry. Source: the OMol25 dataset; level of theory: ωB97M-V/def2-TZVPD.

Geometry (Å):
1 V 0.42 -0.21 0.12
2 N -1.64 2.35 -2.65
3 C -2.46 1.97 -1.64
4 N -2.31 0.85 -1.00
5 C -3.36 0.63 -0.14
6 C -4.28 1.62 -0.07
7 S -3.87 2.88 -1.17
8 C -3.40 -0.67 0.54
9 C -4.47 -1.18 1.19
10 S -4.12 -2.76 1.76
11 C -2.56 -2.64 1.04
12 N -2.29 -1.51 0.46
13 N -1.67 -3.71 1.06
14 H -0.78 1.81 -2.71
15 H -1.55 3.33 -2.87
16 H -5.16 1.68 0.55
17 H -5.44 -0.74 1.34
18 H -1.92 -4.43 1.72
19 H -0.70 -3.41 1.14
20 C 5.43 -2.24 1.98
21 C 5.71 -1.30 0.99
22 C 4.70 -0.58 0.38
23 C 3.36 -0.78 0.74
24 C 3.08 -1.72 1.74
25 C 4.11 -2.44 2.35
26 N 2.31 -0.08 0.12
27 N 2.80 0.98 -0.63
28 C 1.89 1.92 -0.73
29 C 2.20 3.21 -1.30
30 C 1.37 4.25 -1.07
31 C 0.19 4.07 -0.29
32 C -0.13 2.82 0.12
33 N 0.64 1.72 -0.16
34 H 6.23 -2.79 2.46
35 H 6.74 -1.11 0.70
36 H 4.91 0.16 -0.38
37 H 2.06 -1.91 2.03
38 H 3.87 -3.15 3.13
39 H 3.13 3.31 -1.84
40 H 1.62 5.23 -1.46
41 H -0.46 4.90 -0.04
42 H -1.04 2.62 0.68
43 C 0.84 -1.21 4.63
44 O -0.20 -0.90 3.70
45 P -0.01 0.18 2.52
46 O -1.51 0.72 2.39
47 C -2.24 1.29 3.48
48 O 0.77 1.33 3.29
49 C 1.96 1.99 2.81
50 H 0.51 -0.95 5.63
51 H 1.76 -0.67 4.41
52 H 1.04 -2.28 4.59
53 H -3.29 1.08 3.30
54 H -2.08 2.37 3.50
55 H -1.93 0.86 4.43
56 H 1.72 3.03 2.61
57 H 2.32 1.52 1.90
58 H 2.72 1.92 3.59
59 N -0.88 -3.56 -1.74
60 C 0.43 -4.26 -1.79
61 P 1.64 -3.28 -0.82
62 O 2.56 -2.58 -1.76
63 O 0.79 -2.61 0.22
64 C 2.80 -4.49 -0.01
65 N 4.16 -3.96 -0.33
66 H -0.76 -2.52 -1.88
67 H -1.29 -3.67 -0.81
68 H -1.55 -3.89 -2.45
69 H 0.79 -4.31 -2.82
70 H 0.29 -5.27 -1.41
71 H 2.68 -5.49 -0.42
72 H 2.68 -4.51 1.07
73 H 4.55 -3.42 0.46
74 H 3.95 -3.24 -1.10
75 H 4.83 -4.66 -0.62
76 C 0.04 -0.68 -1.85
77 C -0.18 -0.96 -3.03
78 C -0.36 -1.35 -4.36
79 C -1.61 -2.10 -4.63
80 C -2.80 -1.68 -4.01
81 C -3.97 -2.41 -4.17
82 C -3.98 -3.57 -4.92
83 C -2.80 -4.02 -5.51
84 C -1.63 -3.29 -5.37
85 C 0.68 -1.12 -5.34
86 C 0.49 -1.35 -6.72
87 C 1.51 -1.11 -7.62
88 C 2.74 -0.63 -7.19
89 C 2.93 -0.37 -5.84
90 C 1.92 -0.60 -4.93
91 H -2.78 -0.78 -3.41
92 H -4.88 -2.06 -3.69
93 H -4.89 -4.14 -5.04
94 H -2.79 -4.93 -6.09
95 H -0.72 -3.65 -5.83
96 H -0.47 -1.68 -7.08
97 H 1.34 -1.30 -8.68
98 H 3.53 -0.44 -7.90
99 H 3.88 0.03 -5.50
100 H 2.08 -0.41 -3.87

Properties
charge = +1
multiplicity = 4
gap between HOMO and LUMO (alpha / beta) = 5.992 / 6.155 eV
highest occupied orbital energy (alpha / beta) = -8.315 / -8.794 eV

---

A 2-piece molecular cluster, C31H30N5 overall at a distorted geometry. Source: the OMol25 dataset; level of theory: ωB97M-V/def2-TZVPD.

Geometry (Å):
1 N 1.44 -2.42 -1.41
2 N 0.49 -2.26 -0.78
3 N -0.62 -2.02 -0.27
4 C -0.69 -2.23 1.18
5 C -2.15 -2.59 1.47
6 C -2.53 -3.38 2.56
7 C -3.88 -3.71 2.77
8 C -4.86 -3.22 1.90
9 C -4.48 -2.46 0.78
10 C -3.13 -2.14 0.59
11 C 0.24 -3.40 1.53
12 C 0.14 -4.51 0.68
13 C 0.96 -5.63 0.87
14 C 1.84 -5.66 1.95
15 C 1.90 -4.59 2.84
16 C 1.09 -3.45 2.64
17 C -0.32 -0.89 1.86
18 C -1.41 0.18 2.01
19 C -0.61 1.46 2.31
20 C 0.83 1.18 1.84
21 N 0.75 -0.14 1.21
22 H -1.77 -3.77 3.25
23 H -4.16 -4.34 3.61
24 H -5.91 -3.45 2.07
25 H -5.22 -2.10 0.06
26 H -2.82 -1.54 -0.28
27 H -0.62 -4.53 -0.11
28 H 0.87 -6.46 0.17
29 H 2.48 -6.53 2.10
30 H 2.56 -4.62 3.70
31 H 1.13 -2.61 3.33
32 H 0.03 -1.13 2.89
33 H -1.98 0.28 1.07
34 H -2.12 -0.09 2.80
35 H -1.06 2.34 1.83
36 H -0.57 1.63 3.39
37 H 1.19 1.92 1.13
38 H 1.54 1.17 2.70
39 H 1.65 -0.63 1.25
40 C 2.40 5.01 -3.47
41 N 1.67 3.98 -2.72
42 C 2.29 2.78 -2.44
43 C 3.54 2.44 -2.99
44 C 4.12 1.19 -2.72
45 C 3.45 0.26 -1.90
46 C 2.24 0.60 -1.34
47 C 1.61 1.84 -1.61
48 C 0.34 2.13 -1.10
49 C -0.36 3.24 -1.59
50 C 0.33 4.18 -2.44
51 C -0.38 5.22 -3.06
52 C -1.74 5.40 -2.80
53 C -2.42 4.51 -1.95
54 C -1.75 3.46 -1.34
55 H 1.97 5.98 -3.24
56 H 3.44 5.02 -3.16
57 H 2.34 4.83 -4.55
58 H 4.06 3.15 -3.63
59 H 5.10 0.94 -3.14
60 H 3.88 -0.72 -1.71
61 H 1.68 -0.07 -0.69
62 H -0.14 1.43 -0.42
63 H 0.13 5.89 -3.75
64 H -2.27 6.24 -3.27
65 H -3.49 4.66 -1.77
66 H -2.28 2.75 -0.69

Properties
charge = +1
gap between HOMO and LUMO = 6.295 eV
highest occupied orbital energy = -11.000 eV

---

C20H26AsF3N3NiOS6Sb as an isolated structure. Source: the OMol25 dataset; level of theory: ωB97M-V/def2-TZVPD.

Geometry (Å):
1 Ni -0.37 0.80 0.92
2 F -1.78 5.41 -1.85
3 C -0.44 5.29 -1.86
4 F 0.03 6.56 -1.99
5 F -0.11 4.66 -3.00
6 C 0.11 4.63 -0.63
7 C 0.95 5.34 0.21
8 C 1.47 4.75 1.35
9 C 1.13 3.43 1.59
10 N 0.33 2.74 0.79
11 C -0.23 3.29 -0.32
12 S -1.29 2.26 -1.16
13 H 1.20 6.37 -0.03
14 H 2.14 5.27 2.01
15 H 1.50 2.89 2.45
16 S -1.96 -1.37 4.81
17 As -0.90 -1.48 2.99
18 S 0.65 0.17 2.93
19 S -2.02 -0.75 1.22
20 S -0.08 -3.39 2.52
21 C 3.21 -2.62 4.74
22 C 4.11 -3.07 3.59
23 C 3.56 -2.65 2.24
24 N 3.53 -1.20 2.08
25 C 4.37 -0.51 1.35
26 S 5.54 -1.09 0.30
27 N 4.20 0.89 1.45
28 C 4.17 1.67 2.58
29 O 4.06 2.88 2.49
30 C 4.37 1.04 3.93
31 C 3.51 1.39 4.96
32 C 3.75 0.92 6.24
33 C 4.85 0.12 6.50
34 C 5.72 -0.22 5.47
35 C 5.47 0.23 4.18
36 H 3.60 -2.94 5.70
37 H 2.20 -3.02 4.61
38 H 3.12 -1.53 4.76
39 H 4.18 -4.16 3.58
40 H 5.13 -2.69 3.72
41 H 2.52 -2.99 2.15
42 H 4.15 -3.07 1.42
43 H 2.67 -0.73 2.43
44 H 4.38 1.41 0.61
45 H 2.65 2.00 4.75
46 H 3.05 1.16 7.04
47 H 5.03 -0.25 7.50
48 H 6.57 -0.86 5.66
49 H 6.13 -0.06 3.36
50 C 2.31 0.24 -2.45
51 Sb 0.93 -0.55 -1.01
52 C 1.77 -2.50 -0.84
53 C -0.61 -1.11 -2.38
54 H 2.20 -0.28 -3.40
55 H 3.33 0.11 -2.08
56 H 2.10 1.31 -2.59
57 H 1.86 -2.94 -1.83
58 H 1.12 -3.09 -0.19
59 H 2.76 -2.44 -0.38
60 H -0.20 -1.83 -3.10
61 H -0.98 -0.23 -2.90
62 H -1.41 -1.57 -1.81

Properties
charge = -2
multiplicity = 3
gap between HOMO and LUMO (alpha / beta) = 5.802 / 5.824 eV
highest occupied orbital energy (alpha / beta) = -1.660 / -1.683 eV